101
Properties=species:S:1:pos:R:3:lowdin_charge:R:1 method="wB97M-V/def2-TZVPD" e_tot_ha=-5737.9476 homo_ev=-2.7 e_lumo_ev=1.73 e_above_lowest_ev=0.000 charge=-1
Cs 0.686 1.309 0.027 0.723
N -2.626 -0.301 3.415 0.129
C -1.825 -0.598 2.387 -0.192
N -0.608 -0.939 2.443 0.140
C 0.026 -0.926 3.660 -0.321
N 1.291 -1.027 3.771 0.077
N 1.938 -0.877 2.582 0.029
C 3.040 -1.462 2.471 -0.107
C 3.809 -1.344 1.229 -0.289
C 4.853 -2.228 1.006 -0.021
C 5.488 -2.132 -0.228 -0.079
C 5.091 -1.195 -1.145 -0.069
C 3.976 -0.410 -0.829 -0.155
N 3.355 -0.470 0.354 0.066
C -0.835 -0.948 4.855 -0.069
C -0.322 -1.288 6.114 -0.007
C -1.143 -1.151 7.224 -0.088
C -2.457 -0.763 7.054 -0.103
C -3.016 -0.466 5.837 -0.021
C -2.171 -0.522 4.735 -0.151
H -3.511 0.124 3.281 0.139
H -2.296 -0.552 1.419 0.123
H 3.465 -2.120 3.216 0.111
H 5.192 -2.937 1.765 0.114
H 6.261 -2.857 -0.443 0.104
H 5.537 -1.172 -2.133 0.100
H 3.625 0.329 -1.540 0.095
H 0.723 -1.529 6.235 0.107
H -0.735 -1.328 8.198 0.094
H -3.111 -0.751 7.934 0.108
H -4.058 -0.216 5.699 0.113
O -0.270 6.501 -4.831 -0.118
C -0.547 5.790 -3.898 -1.048
S -0.036 6.115 -2.234 0.870
C -0.595 4.638 -1.494 -1.197
C -1.250 3.758 -2.311 -1.225
S -1.901 2.113 -2.111 0.227
S -1.420 4.235 -3.978 0.858
S -0.267 4.699 0.272 0.324
C 3.747 -1.146 -4.996 -0.104
C 2.949 0.088 -5.517 -0.244
C 1.413 0.033 -5.244 -0.245
C 1.059 0.040 -3.739 -0.319
Ge 0.777 -1.648 -2.807 0.847
C 0.112 -3.145 -3.909 -0.305
C 1.149 -3.916 -4.753 -0.296
C 0.667 -5.315 -5.082 -0.286
C -0.647 -5.349 -5.866 -0.112
H 4.833 -1.073 -5.147 0.068
H 3.383 -2.072 -5.473 0.059
H 3.516 -1.278 -3.930 0.027
H 3.109 0.101 -6.596 0.092
H 3.377 1.009 -5.147 0.096
H 0.994 -0.837 -5.760 0.090
H 0.954 0.923 -5.701 0.110
H 0.111 0.571 -3.616 0.023
H 1.811 0.632 -3.241 0.043
H 2.066 -2.059 -2.055 -0.010
H -0.699 -2.714 -4.514 0.079
H -0.338 -3.780 -3.144 0.064
H 2.091 -3.989 -4.240 0.086
H 1.345 -3.374 -5.687 0.097
H 0.574 -5.855 -4.159 0.096
H 1.457 -5.831 -5.628 0.100
H -1.454 -4.903 -5.305 0.057
H -0.931 -6.392 -6.085 0.070
H -0.576 -4.807 -6.824 0.079
C -0.689 -1.453 -1.618 -0.175
C -1.791 -1.544 -1.138 -0.091
C -3.118 -1.890 -0.755 -0.263
C -3.396 -3.083 -0.084 -0.044
C -4.695 -3.437 0.202 -0.101
C -5.767 -2.652 -0.211 -0.091
C -5.510 -1.489 -0.948 -0.058
C -4.183 -1.124 -1.215 -0.012
H -2.600 -3.713 0.264 0.113
H -4.879 -4.346 0.774 0.101
H -6.761 -2.889 0.123 0.091
H -6.307 -0.882 -1.253 0.084
H -3.961 -0.228 -1.776 0.093
C -2.679 3.214 2.709 -0.043
N -1.495 3.789 3.360 -0.091
C -1.600 5.224 3.531 -0.193
C -0.361 5.801 4.234 -0.146
C 0.932 5.227 3.657 -0.183
N 0.838 3.784 3.664 -0.081
C 2.104 3.074 3.445 -0.046
C -0.294 3.128 3.217 -0.525
O -0.300 1.950 2.847 -0.106
H -3.549 3.427 3.349 0.083
H -2.520 2.106 2.646 0.070
H -2.845 3.639 1.709 0.082
H -2.448 5.429 4.198 0.117
H -1.758 5.679 2.565 0.080
H -0.444 5.567 5.311 0.114
H -0.376 6.894 4.171 0.111
H 1.752 5.502 4.318 0.114
H 1.120 5.615 2.653 0.092
H 2.904 3.435 4.109 0.082
H 2.515 3.235 2.433 0.087
H 1.955 1.994 3.667 0.084